(1)
Here is 8 unconnected molecules or ions with the total composition C25H50Br4N6O3 from the Open Molecules 2025 dataset. Energies are from the ωB97M-V functional and the def2-TZVPD basis.

## Properties
⟨S²⟩ = 0.78
total charge = +1
molecular weight = 802.33 g/mol
spin multiplicity = 2
HOMO (alpha / beta) = -11.19 / -11.19 eV
F_max = 5.9 eV Å⁻¹
E_LUMO (alpha / beta) = -3.19 / -8.19 eV
gap between HOMO and LUMO (alpha / beta) = 8.00 / 3.00 eV

Geometry (Å):
H  26.27371  -0.10929  -20.91550
H  22.18145  -3.18299  -17.63441
H  21.75378  2.77650  -11.18148
H  20.84489  -3.49466  -11.33723
H  27.18287  -1.79999  -10.36710
H  26.20119  4.88934  -18.34960
H  28.26472  -2.23733  -19.63834
H  25.87657  6.29365  -16.33445
O  20.19941  -2.42906  -14.15192
C  27.81267  0.75757  -19.62309
H  23.95852  2.17965  -12.89763
N  24.97760  2.92795  -20.76800
H  21.76228  0.68009  -10.22189
H  25.11929  0.33385  -11.40240
H  21.78414  -4.12659  -12.64813
H  18.36860  -3.43604  -14.31850
H  19.06693  -3.25738  -17.20184
C  22.60295  0.22056  -14.41726
H  21.66325  0.77180  -14.45206
H  28.10380  4.15282  -17.15350
H  28.72367  0.43871  -19.11663
Br  27.21696  0.55910  -12.64134
Br  25.85427  -2.58079  -12.61651
H  26.94164  -2.51413  -20.86183
H  21.48639  1.71436  -12.43892
N  25.90566  -1.90754  -17.96639
N  19.61589  -4.29114  -12.88161
C  28.61359  2.44976  -15.05547
H  25.19497  4.73756  -16.15487
N  23.68364  1.06947  -14.82773
C  24.59690  3.49974  -19.78316
H  27.49512  2.61707  -17.81688
H  24.84276  2.79383  -14.35797
H  19.93838  0.14774  -8.70868
H  22.36128  -0.66745  -15.00131
H  17.81180  -5.32008  -13.20423
C  27.37322  -1.83908  -20.12282
C  27.27813  -0.35449  -20.57036
C  19.96374  1.10530  -9.22882
H  27.92460  1.62848  -20.26890
H  26.46210  0.61930  -10.33420
C  18.59256  -5.17026  -12.45853
H  28.89685  3.51910  -18.42183
Br  21.05666  -0.95898  -17.37140
H  20.31277  -0.05932  -10.99610
H  24.03070  6.10430  -16.38270
H  25.44298  -1.98199  -10.27247
H  23.16334  2.99717  -14.22935
H  29.11829  1.69553  -14.45170
H  20.54626  1.84245  -8.67619
C  24.18801  4.14765  -18.54127
C  26.11511  -0.02488  -11.14212
C  26.24823  -1.56096  -10.87447
N  17.44328  1.85406  -9.39549
Br  20.10864  -3.69501  -19.47119
H  27.75282  -0.28573  -21.54916
H  21.02412  -5.22891  -11.66910
C  19.36075  -3.31950  -13.85560
C  30.31746  1.81884  -16.79841
C  24.44346  0.89036  -15.95097
C  21.31538  -2.91082  -17.03113
C  23.95335  2.28801  -13.98222
H  24.09298  3.31427  -17.84517
H  18.14060  -4.69829  -11.58613
C  20.73539  0.84100  -10.55009
C  25.20458  5.27460  -18.13406
H  27.11021  1.05648  -18.84507
C  18.54976  1.57115  -9.30546
H  25.01905  6.13128  -18.78196
O  30.80708  1.79823  -17.93595
H  24.25960  -0.12123  -16.34475
C  20.04053  -3.66606  -17.47236
H  30.85477  1.27760  -16.00431
O  25.23404  1.77689  -16.32491
C  20.83941  -4.25366  -12.11953
H  28.57439  3.46003  -14.64813
N  29.19795  2.49730  -16.44045
C  26.60335  -1.84337  -18.88982
H  22.83541  -0.14857  -13.41836
C  20.98568  2.09611  -11.54917
H  20.10858  2.73034  -11.67783
C  28.38876  3.16799  -17.52367
H  23.21376  4.56145  -18.80150
H  27.57419  2.12219  -15.03415
H  19.17782  -6.04879  -12.18698
H  20.07168  -4.72610  -17.22046
H  21.52639  -2.95567  -15.96269
C  25.01193  5.70037  -16.63195

=====

(2)
Here is C2H4N4O in the gas phase from the Open Molecules 2025 dataset. Energies are from the ωB97M-V functional and the def2-TZVPD basis.

## Properties
SMILES = NC1=N[NH2+]C([O-])=N1
energy above the lowest of the compared OMol25 structures with the same formula, charge and spin = 87.64 kJ/mol
molecular weight = 100.08 g/mol
spin multiplicity = 1
HOMO = -9.25 eV
F_max = 0.6 eV Å⁻¹
E_LUMO = 0.62 eV
gap between HOMO and LUMO = 9.87 eV

Geometry (Å):
H  -1.75992  0.26166  -2.05458
H  -2.59336  0.70998  -0.59977
N  0.78573  0.01923  1.18428
H  1.23986  0.86958  1.52572
H  1.02060  -0.74216  1.82332
N  -1.81030  0.26487  -1.04914
C  -0.65695  0.08755  -0.37278
O  2.51690  -0.94359  -0.12071
N  -0.59841  0.25700  0.94274
N  0.44553  -0.30289  -1.07801
C  1.41033  -0.48124  -0.20109

=====

(3)
Here is 3 unconnected molecules or ions with the total composition C14H25F2N2 from the Open Molecules 2025 dataset. Energies are from the ωB97M-V functional and the def2-TZVPD basis.

## Properties
total charge = -1
energy above the lowest of the compared OMol25 structures with the same formula, charge and spin = 0.00 kJ/mol
molecular weight = 259.36 g/mol
spin multiplicity = 1
HOMO = -0.77 eV
F_max = 3.2 eV Å⁻¹
E_LUMO = 2.14 eV
gap between HOMO and LUMO = 2.90 eV

Geometry (Å):
H  3.67130  -0.45605  -0.12203
H  -4.82562  1.28759  1.69835
C  -5.61423  1.00585  0.99636
C  3.82278  -1.00383  -1.09489
H  -6.24831  1.51146  -1.00879
H  1.78948  -1.59065  -0.51373
H  4.07239  -3.37532  2.25593
H  -6.40259  -0.82066  0.13029
H  -5.75099  -1.01009  1.76202
C  -0.62744  1.99311  1.02852
H  -0.86980  1.10344  0.44285
C  2.41428  -1.60295  -1.43690
H  -0.51611  3.30795  -0.69957
C  -4.15030  1.51110  -0.94554
H  4.06427  -4.17025  -0.38160
H  5.11683  -2.61108  -1.84176
C  3.64292  -2.87695  1.35592
C  -1.04517  3.23532  0.25192
C  1.69339  -0.61174  -2.42193
C  0.85775  1.98937  1.39865
N  2.40629  1.94152  -0.70337
H  -6.56427  1.29826  1.45109
C  1.72447  1.96429  0.22006
C  -5.44506  1.77405  -0.31657
H  2.31361  -0.42842  -3.32326
C  4.50674  -3.29414  0.13558
H  5.84472  -1.65869  -0.53147
H  5.47331  -3.67796  0.56355
H  -4.65295  -0.85005  0.39402
H  1.09195  2.86719  2.00639
H  1.54584  0.38972  -1.94853
H  1.07316  1.11116  2.01225
N  -3.13819  1.28890  -1.43827
F  2.34375  -3.38104  1.18805
H  -0.84203  4.14295  0.82809
H  3.64545  -1.79569  1.56695
H  -2.11211  3.20342  0.03451
F  2.46700  -2.86542  -2.05066
H  -1.21580  1.93845  1.94975
C  4.88756  -2.12297  -0.86644
H  -5.53181  2.84550  -0.12138
C  -5.60344  -0.50629  0.80571
H  0.68698  -1.00035  -2.71014